Record 1
The following is a DFT calculation (ωB97M-V with the def2-TZVPD basis set) of 3 unconnected molecules or ions with the total composition C19H47BCl2F9N6O3P3S in a non-equilibrium geometry.

Geometry as XYZ:
```
91
Properties=species:S:1:pos:R:3:forces:R:3
C 0.800 -1.707 1.256 -0.8 0.0 -0.4
C -0.203 -0.976 0.312 0.4 -1.0 1.4
Cl -1.390 -0.176 1.416 0.2 0.3 -0.5
C -0.869 -2.044 -0.592 -0.1 0.6 -0.6
Cl -2.165 -2.976 0.264 0.4 0.0 -0.4
B -1.501 -1.459 -1.937 0.1 0.4 0.8
C -2.543 -0.284 -2.054 0.3 0.1 -0.7
C -3.982 -0.911 -2.045 0.2 -0.2 0.1
C -4.916 -0.262 -1.022 1.9 -0.1 -0.2
F -5.239 1.001 -1.334 -0.7 0.1 -0.4
F -4.179 -0.141 0.121 -0.4 -0.2 0.5
C -6.146 -1.110 -0.588 0.7 0.5 0.4
F -5.692 -2.192 0.038 0.3 -0.6 -0.3
F -6.805 -0.415 0.327 -0.5 0.4 0.0
S -7.321 -1.675 -1.937 -2.3 -0.8 0.7
F -7.916 -2.775 -0.926 0.2 0.2 -0.2
F -8.453 -0.685 -1.395 0.4 0.3 -0.4
F -6.817 -0.587 -2.962 0.3 -0.1 0.1
F -6.314 -2.779 -2.458 0.5 0.6 -0.2
F -8.361 -2.157 -3.030 0.2 -0.1 0.0
P -0.996 -2.275 -3.638 -1.9 0.2 -0.7
O -2.012 -1.893 -4.670 0.3 0.2 -0.1
H 1.512 -1.015 1.708 -0.1 -0.2 0.0
H 0.174 -2.175 2.024 0.4 0.1 0.1
H 1.295 -2.533 0.736 0.3 0.4 0.0
H 0.296 -0.179 -0.246 -0.3 -0.2 -0.2
H -0.087 -2.768 -0.853 -0.2 0.0 0.3
H -2.407 0.146 -3.059 -0.1 0.0 0.2
H -2.395 0.539 -1.343 -0.2 -0.4 0.1
H -3.891 -1.960 -1.731 -0.4 0.1 -0.2
H -4.384 -0.867 -3.059 -0.1 -0.1 0.3
H 0.328 -1.926 -4.015 0.1 -0.5 0.4
H -1.137 -3.679 -3.429 0.9 0.1 0.2
O 3.678 -3.177 2.092 -0.1 0.6 -3.5
P 5.102 -3.525 1.686 2.1 -1.8 5.8
N 5.101 -5.174 2.193 0.3 -1.0 -0.4
C 5.239 -5.604 3.569 0.2 0.3 0.3
C 4.116 -5.990 1.492 -0.2 0.4 -0.2
N 5.876 -2.400 2.738 -0.2 1.4 -0.1
C 6.627 -2.748 3.924 0.5 -0.3 -0.3
C 5.171 -1.138 2.948 -0.4 -0.1 0.0
N 6.623 -3.765 0.899 -1.2 1.0 -1.4
C 7.436 -4.968 0.857 -0.3 -0.7 -0.5
C 7.290 -2.601 0.326 -0.1 0.1 -0.1
H 5.317 -6.693 3.612 -0.2 0.0 -0.2
H 4.403 -5.287 4.206 0.0 0.0 0.1
H 6.176 -5.261 4.005 -0.1 0.2 0.0
H 4.228 -5.866 0.409 -0.1 0.0 0.0
H 3.088 -5.718 1.762 0.0 -0.1 0.0
H 4.261 -7.050 1.705 0.2 0.0 0.1
H 5.978 -3.118 4.727 0.1 0.0 0.1
H 7.163 -1.876 4.306 -0.1 0.1 -0.1
H 7.399 -3.488 3.701 -0.1 -0.1 0.0
H 4.390 -1.219 3.713 0.0 0.1 0.0
H 4.704 -0.799 2.023 -0.1 -0.1 0.1
H 5.873 -0.353 3.247 0.1 -0.2 0.1
H 7.902 -5.166 1.826 -0.1 0.0 0.0
H 8.236 -4.871 0.119 -0.1 0.3 0.0
H 6.865 -5.841 0.549 0.0 0.0 0.2
H 8.101 -2.261 0.977 0.0 0.0 0.0
H 6.594 -1.774 0.193 0.0 0.0 0.1
H 7.703 -2.824 -0.661 0.0 -0.1 0.0
O -2.490 3.072 -0.806 3.2 -0.8 1.4
P -1.944 4.476 -0.583 -5.5 3.1 -2.2
N -3.225 5.033 0.432 -0.2 0.6 1.0
C -4.532 5.431 -0.047 0.0 0.1 -0.4
C -3.338 4.281 1.678 0.3 -0.3 -0.1
N -2.004 4.960 -2.237 0.8 -0.7 -1.0
C -2.957 5.889 -2.800 0.2 0.5 0.4
C -1.684 3.922 -3.213 -0.2 -0.3 0.2
N -1.074 5.935 -0.238 1.4 -1.5 0.2
C -1.492 7.065 0.572 0.0 -0.1 0.9
C 0.172 6.175 -0.958 0.2 -0.1 0.0
H -5.120 5.843 0.777 0.1 -0.2 0.2
H -5.095 4.605 -0.501 -0.1 0.0 0.0
H -4.466 6.256 -0.756 0.1 -0.2 -0.1
H -2.366 4.242 2.182 0.0 -0.1 0.0
H -3.675 3.252 1.509 0.0 0.0 0.1
H -4.031 4.765 2.367 0.0 0.1 -0.1
H -3.968 5.465 -2.843 0.0 0.1 0.0
H -2.669 6.163 -3.818 0.1 -0.1 0.0
H -2.974 6.828 -2.242 -0.1 -0.1 0.1
H -2.546 3.280 -3.435 0.0 -0.1 0.0
H -0.875 3.289 -2.850 -0.1 -0.1 0.0
H -1.333 4.370 -4.148 -0.1 0.2 0.1
H -2.272 7.645 0.072 -0.1 -0.1 0.0
H -0.651 7.738 0.763 0.1 -0.2 -0.2
H -1.845 6.761 1.554 -0.2 0.0 -0.1
H 0.019 6.897 -1.767 0.0 0.0 0.0
H 0.558 5.256 -1.394 -0.1 0.0 -0.1
H 0.950 6.557 -0.292 -0.1 0.0 0.0
```
Forces are in eV/Å.

Values from the calculation:
SMILES   C[C@H](Cl)[C@@H](Cl)B(CCC(F)(F)C(F)(F)S(F)(F)(F)(F)F)[PH2]=O.CN(C)P(=O)(N(C)C)N(C)C.CN(C)P(=O)(N(C)C)N(C)C
Gap between HOMO and LUMO   7.4919 eV

Results of the Mulliken charge analysis, in e, for atoms 1 through 8: atom 1 (C): -1.464, atom 2 (C): 0.192, atom 3 (Cl): -0.167, atom 4 (C): -0.103, atom 5 (Cl): -0.138, atom 6 (B): -0.162, atom 7 (C): 0.105, atom 8 (C): -1.004

***

Record 2
The following is a DFT calculation (ωB97M-V with the def2-TZVPD basis set) of a molecular structure, C19H47BClNP2Yb in a non-equilibrium geometry.

Geometry as XYZ:
```
72
Properties=species:S:1:pos:R:3:forces:R:3
Yb -0.028 -0.067 -0.211 0.1 0.8 0.4
Cl -0.087 0.091 -2.743 0.0 0.0 -0.4
P -0.374 -2.754 -0.286 0.2 1.1 0.2
C 0.662 -3.448 -1.660 -0.4 -0.1 0.1
C -0.096 -3.725 1.260 -0.1 -0.5 -0.7
C -2.121 -2.792 -0.874 0.2 -0.7 -0.1
C 2.017 -2.728 -1.766 0.0 -0.2 -0.2
H 0.068 -3.180 -2.556 0.2 -0.2 0.3
C 0.826 -4.961 -1.567 0.3 -0.2 -0.3
H 1.526 -5.226 -0.762 -0.2 0.0 -0.2
H 1.252 -5.317 -2.515 0.0 -0.1 0.2
H -0.117 -5.495 -1.408 0.2 0.1 0.0
H 1.862 -1.708 -2.141 0.2 -0.3 0.3
H 2.660 -3.265 -2.479 -0.1 0.0 0.0
H 2.542 -2.681 -0.805 -0.2 0.1 -0.3
H -2.044 -2.194 -1.806 0.0 -0.3 0.3
C -3.112 -2.080 0.070 -0.2 0.1 0.0
C -2.545 -4.230 -1.196 -0.5 0.0 -0.3
H -2.032 -4.629 -2.082 -0.1 0.1 0.3
H -3.621 -4.260 -1.403 0.1 -0.1 0.0
H -2.351 -4.902 -0.348 -0.1 0.1 -0.1
H -2.642 -1.345 0.740 -0.1 -0.2 -0.3
H -3.663 -2.799 0.687 0.1 0.0 -0.1
H -3.836 -1.514 -0.540 0.2 -0.2 0.3
C 1.307 -3.407 1.802 0.1 0.0 0.3
H -0.162 -4.779 0.930 0.1 0.1 0.5
C -1.157 -3.432 2.320 0.1 0.1 0.3
H 2.118 -3.744 1.143 -0.3 0.1 0.1
H 1.430 -3.915 2.774 0.0 0.1 -0.3
H 1.424 -2.323 1.975 0.0 -0.4 -0.2
H -1.179 -2.355 2.566 0.0 -0.5 -0.1
H -0.873 -3.976 3.235 -0.2 0.2 -0.2
H -2.163 -3.760 2.033 0.2 0.1 0.0
H 1.848 -0.588 0.170 0.4 0.0 0.1
H -1.846 0.545 0.280 -0.4 0.0 0.1
P 0.366 2.740 -0.223 -0.2 -1.3 0.2
C -0.806 3.510 -1.452 0.4 0.0 0.1
C 0.261 3.680 1.371 0.0 0.5 -0.7
C 2.042 2.826 -0.997 -0.3 0.7 -0.2
C -2.161 2.786 -1.443 0.0 0.1 -0.2
H -0.314 3.286 -2.419 -0.2 0.2 0.3
C -0.969 5.019 -1.282 -0.2 0.1 -0.2
H -1.578 5.248 -0.396 0.2 0.0 -0.2
H -1.497 5.411 -2.163 0.0 0.1 0.2
H -0.016 5.551 -1.202 -0.2 -0.1 0.0
H -2.035 1.776 -1.852 -0.2 0.3 0.3
H -2.873 3.328 -2.082 0.1 0.0 0.0
H -2.590 2.719 -0.436 0.1 -0.1 -0.3
H 1.853 2.263 -1.935 0.1 0.4 0.3
C 3.125 2.068 -0.201 0.1 -0.1 0.0
C 2.436 4.276 -1.309 0.4 -0.1 -0.3
H 1.822 4.714 -2.106 0.1 -0.1 0.2
H 3.482 4.314 -1.643 -0.1 0.1 0.0
H 2.350 4.908 -0.414 0.1 -0.1 -0.2
H 2.720 1.428 0.594 0.1 0.1 -0.3
H 3.844 2.761 0.253 -0.1 0.0 -0.1
H 3.673 1.398 -0.883 -0.1 0.2 0.3
C -1.104 3.384 2.017 -0.1 -0.1 0.3
H 0.336 4.748 1.091 0.0 -0.2 0.4
C 1.396 3.305 2.324 0.0 -0.1 0.3
H -1.941 3.865 1.491 0.3 -0.2 0.0
H -1.103 3.756 3.055 0.0 0.0 -0.3
H -1.295 2.297 2.058 0.1 0.4 -0.1
H 1.362 2.226 2.562 0.1 0.5 -0.1
H 1.248 3.861 3.265 0.1 -0.2 -0.2
H 2.392 3.559 1.940 -0.3 -0.1 0.0
B 0.014 -0.003 4.833 -0.1 0.1 0.9
C 0.016 -0.025 3.296 0.0 -0.1 -2.6
N 0.016 -0.048 2.124 0.0 0.0 2.1
H -0.997 0.577 5.198 0.1 0.0 0.0
H 1.014 0.584 5.208 0.0 0.0 0.0
H 0.016 -1.154 5.232 0.0 0.0 -0.1
```
Forces are in eV/Å.

Values from the calculation:
Gap between HOMO and LUMO (spin up / spin down)   6.7547 / 6.7229 eV
Total charge   -1
2S+1   2

Results of the Mulliken charge analysis, in e, for atoms 1 through 8: atom 1 (Yb): -0.684, atom 2 (Cl): -0.566, atom 3 (P): 0.027, atom 4 (C): 0.666, atom 5 (C): 0.583, atom 6 (C): 0.574, atom 7 (C): -1.200, atom 8 (H): 0.431

***

Values of calculated total energy, in order: -4572.4615; -3133.3929, all in Eh.